Computed, not measured: a structure of composition C4H8N3S2 at a distorted geometry, with ωB97M-V/def2-TZVPD.

The value obtained for the HOMO-LUMO gap is 6.90 eV. Its net charge is +1. The calculation puts the HOMO energy at -11.58 eV. The value obtained for the molecular weight is 162.3 g mol⁻¹. As for the energy above the lowest of the compared OMol25 structures with the same formula, charge and spin: 7.6 kcal/mol.

Last column: Mulliken charge in e.
Positions of all 17 atoms, in Å:
C (-4.17070, 0.99541, 0.06742)  -0.008
C (-1.93224, 0.59975, -0.07420)  0.269
C (2.41904, -0.02652, 0.73843)  -0.523
C (3.18086, -0.71114, -0.32664)  0.216
N (-2.91264, 1.47776, 0.11407)  -0.087
N (-4.27834, -0.26881, -0.14587)  -0.335
N (2.67448, -1.76176, -0.92458)  -0.278
S (-2.82640, -0.92971, -0.28148)  0.142
S (-0.30492, 0.95511, -0.44562)  -0.408
H (-4.83263, 1.73225, 0.54703)  0.324
H (1.85333, -0.72265, 1.45319)  0.317
H (2.93581, 0.73732, 1.30953)  0.333
H (1.51225, 0.45697, 0.25070)  -0.138
H (4.20387, -0.37246, -0.45198)  0.373
H (-2.67554, 2.43860, 0.30369)  0.228
H (1.80862, -2.21128, -0.65206)  0.267
H (3.34515, -2.38884, -1.48163)  0.309



Computed, not measured: a cluster of 5 separate species, CH12NO4 in total at a distorted geometry, with ωB97M-V/def2-TZVPD.

The value obtained for the HOMO-LUMO gap (spin up / spin down) is 10.33 / 3.11 eV. Its net charge is +2. The calculation puts the HOMO energy (spin up / spin down) at -17.97 / -17.97 eV. The spin multiplicity is 2. The value obtained for the molecular weight is 102.1 g mol⁻¹. As for the expectation value of S²: 0.753. As for the energy above the lowest of the compared OMol25 structures with the same formula, charge and spin: 1.3 kcal/mol.

Last column: Mulliken charge in e.
Positions of all 18 atoms, in Å:
C (0.25469, -1.91291, -2.02373)  0.017
N (-0.20557, -0.74677, -2.25236)  -0.128
H (0.39715, -2.66919, -2.78679)  0.317
H (0.55283, -2.08395, -1.00157)  0.061
H (-0.02836, -0.07996, -1.38851)  0.477
H (-0.52421, -0.60718, -3.20771)  0.273
H (-0.34961, 4.35401, -0.12954)  0.321
H (1.15084, 4.08277, -0.12959)  0.319
O (0.29401, 3.64028, -0.07821)  -0.655
H (-0.02393, 1.82470, -0.50156)  0.381
H (-0.32283, 0.79957, 0.57490)  0.348
O (0.05399, 0.85401, -0.31153)  -0.666
H (0.66366, -2.96917, 2.01243)  0.486
H (-0.13424, -1.61669, 1.87318)  0.457
O (0.23367, -2.37706, 1.33266)  -0.025
H (-1.44487, -0.22472, 2.68489)  0.386
H (-0.00678, 0.02627, 3.03097)  0.403
O (-0.56042, -0.29401, 2.30209)  -0.774



Computed, not measured: a cluster of 18 separate species, C68H180N8O36 in total at a distorted geometry, with ωB97M-V/def2-TZVPD.

The value obtained for the HOMO-LUMO gap (spin up / spin down) is 7.75 / 2.80 eV. Its net charge is +1. The calculation puts the HOMO energy (spin up / spin down) at -9.72 / -9.72 eV. The spin multiplicity is 2. The value obtained for the molecular weight is 1686.2 g mol⁻¹. As for the expectation value of S²: 0.754.

Last column: Mulliken charge in e.
Positions of all 292 atoms, in Å:
C (-1.85652, -6.13683, -2.72152)  -0.545
O (-0.81397, -6.62744, -1.88470)  -0.305
C (-1.18763, -7.80335, -1.17452)  -0.582
C (-2.18097, -7.64469, 0.02780)  0.173
N (-2.34443, -8.96827, 0.65624)  -0.239
C (-3.34339, -9.83139, 0.00335)  -0.583
C (-3.34688, -11.16540, 0.70282)  -0.676
O (-2.27482, -11.88413, 0.23481)  -0.286
C (-1.94620, -13.11791, 0.85113)  -0.799
H (-1.49111, -5.25158, -3.24203)  -0.010
H (-2.77812, -5.83327, -2.22491)  0.164
H (-2.11706, -6.86714, -3.48759)  0.492
H (-0.28031, -8.21502, -0.73247)  0.362
H (-1.56564, -8.52834, -1.89534)  0.382
H (-3.11294, -7.19613, -0.31620)  0.426
H (-1.79760, -6.92541, 0.75151)  -0.782
H (-1.43678, -9.40945, 0.69681)  0.315
H (-3.23613, -9.80886, -1.08113)  0.336
H (-4.34813, -9.40960, 0.02984)  0.400
H (-4.17260, -11.82915, 0.44643)  0.450
H (-3.24712, -11.05643, 1.78276)  0.332
H (-2.75315, -13.85066, 0.84850)  0.307
H (-1.72029, -12.96153, 1.90594)  0.324
H (-1.17623, -13.66605, 0.30818)  0.247
C (4.22723, 6.62607, 1.59676)  -0.310
O (2.85596, 6.68849, 1.24651)  -0.473
C (2.36506, 5.46808, 0.74176)  0.030
C (2.22427, 4.28344, 1.73076)  0.892
N (1.48661, 4.78412, 2.87554)  -0.202
C (1.53278, 3.89741, 3.97308)  -0.729
C (2.94853, 3.63786, 4.61202)  0.155
O (3.56890, 4.85922, 4.92158)  -0.475
C (4.85726, 4.70379, 5.48119)  -0.875
H (4.36261, 7.26052, 2.47269)  0.230
H (4.83700, 7.00424, 0.77622)  0.308
H (4.53018, 5.63157, 1.92430)  -0.039
H (2.82572, 5.21077, -0.21201)  0.063
H (1.36391, 5.63391, 0.34390)  0.110
H (3.08150, 3.66832, 2.00440)  0.018
H (1.48899, 3.61633, 1.28084)  -0.611
H (1.89643, 5.69199, 3.04262)  0.424
H (0.91535, 3.01508, 3.80465)  -0.506
H (1.01437, 4.37542, 4.80426)  0.662
H (3.54893, 2.98704, 3.97637)  -0.379
H (2.88842, 3.07396, 5.54289)  0.750
H (5.04956, 4.03606, 6.32099)  0.360
H (5.03458, 5.67619, 5.94064)  0.326
H (5.59903, 4.65262, 4.68416)  0.253
C (4.89944, 5.50006, -2.72275)  0.240
O (3.59853, 6.00790, -2.88818)  -0.410
C (3.36259, 7.16579, -2.09000)  0.671
C (1.84084, 7.58600, -1.99465)  -0.511
N (1.55053, 8.60379, -3.00649)  -0.225
C (1.98953, 9.99959, -2.88853)  -0.745
C (1.66752, 10.80419, -4.18703)  -0.405
O (2.01861, 12.16070, -3.83867)  -0.299
C (1.53898, 12.95918, -4.94059)  -0.744
H (5.21645, 5.66188, -1.69250)  0.135
H (5.66520, 5.82468, -3.42726)  0.351
H (4.81018, 4.43071, -2.91417)  -0.501
H (3.95069, 8.03499, -2.38453)  0.376
H (3.59180, 6.94704, -1.04707)  -0.536
H (1.56538, 7.91057, -0.99122)  0.397
H (1.20639, 6.73467, -2.24126)  -0.144
H (0.54791, 8.66794, -3.11014)  0.268
H (3.05544, 10.19894, -2.77810)  0.338
H (1.50852, 10.46085, -2.02599)  0.315
H (0.60652, 10.68810, -4.40819)  0.327
H (2.27098, 10.45638, -5.02546)  0.317
H (0.45877, 12.93685, -5.08464)  0.299
H (2.08792, 12.72921, -5.85376)  0.303
H (1.84732, 13.94557, -4.59409)  0.266
C (-5.02655, 1.59467, 8.02257)  -0.828
O (-3.87809, 0.74830, 8.28535)  -0.366
C (-2.90447, 1.10695, 9.28160)  -0.630
C (-1.62337, 0.31740, 9.23472)  -0.716
N (-0.88812, 0.62091, 7.99308)  -0.216
C (0.52422, 0.22082, 8.09370)  -1.287
C (1.35447, 0.50949, 6.80155)  -0.052
O (0.64043, -0.39298, 5.79329)  -0.425
C (1.02358, -0.10182, 4.44405)  0.136
H (-5.77806, 1.07718, 7.42630)  0.251
H (-4.63817, 2.41711, 7.42186)  0.307
H (-5.34941, 2.06588, 8.95092)  0.343
H (-3.36269, 0.89557, 10.24775)  0.363
H (-2.58394, 2.14489, 9.19192)  0.344
H (-1.81448, -0.75207, 9.32308)  0.309
H (-1.02970, 0.57983, 10.11038)  0.524
H (-1.25531, 0.18313, 7.16024)  0.203
H (0.65396, -0.85237, 8.23350)  0.343
H (1.02298, 0.61911, 8.97727)  0.534
H (2.40802, 0.25694, 6.92137)  0.295
H (1.42274, 1.54983, 6.48353)  0.028
H (0.64212, 0.89138, 4.20708)  0.067
H (0.64503, -0.91314, 3.82231)  -0.087
H (2.11162, -0.05120, 4.40267)  0.484
C (-0.75725, -2.95866, -0.69041)  0.236
O (-0.91095, -1.54310, -0.73230)  -0.149
C (-0.79049, -1.02096, 0.62502)  0.833
C (0.67237, -0.80104, 0.94320)  0.528
N (1.23821, 0.16550, 0.09273)  1.271
C (2.67074, 0.50633, 0.25726)  -1.138
C (3.21525, 1.51862, -0.83339)  -0.507
O (2.43844, 1.38260, -2.07179)  -0.043
C (2.86328, 2.32667, -3.02642)  -0.465
H (-1.39223, -3.35423, 0.10232)  -0.052
H (0.20119, -3.21269, -0.23768)  0.001
H (-0.90940, -3.36608, -1.68989)  -0.404
H (-1.29255, -1.65504, 1.35576)  0.160
H (-1.30670, -0.07289, 0.77595)  -0.788
H (1.25279, -1.72352, 0.95843)  0.416
H (0.68276, -0.43744, 1.97072)  -1.132
H (0.90891, 0.08101, -0.85833)  0.765
H (3.16567, -0.46471, 0.24235)  0.253
H (2.90512, 0.91707, 1.23933)  0.250
H (4.27925, 1.32351, -0.96730)  0.649
H (3.06759, 2.54016, -0.48303)  -0.211
H (3.94414, 2.35117, -3.16518)  0.348
H (2.64982, 3.31696, -2.62410)  0.081
H (2.46447, 2.12736, -4.02107)  -0.109
C (10.02098, 0.24182, 0.64097)  -0.889
O (8.61047, 0.04500, 0.78826)  -0.152
C (8.10065, -1.17593, 0.27822)  -0.941
C (6.58135, -1.26990, 0.56289)  0.348
N (6.31782, -1.57722, 1.98127)  -0.204
C (4.89311, -1.86374, 2.24385)  -0.078
C (4.67154, -2.14235, 3.76934)  -0.818
O (5.12263, -0.96500, 4.45921)  -0.077
C (4.90376, -0.91698, 5.81092)  -1.065
H (10.18245, 1.29803, 0.85649)  0.232
H (10.33803, 0.22927, -0.40182)  0.367
H (10.52654, -0.35366, 1.40118)  0.327
H (8.53057, -2.01749, 0.82139)  0.347
H (8.31780, -1.40929, -0.76413)  0.468
H (6.08078, -2.08462, 0.03967)  0.510
H (6.11968, -0.35474, 0.19216)  -0.536
H (6.90118, -2.38222, 2.15948)  0.392
H (4.53823, -2.73709, 1.69666)  0.654
H (4.27639, -1.00513, 1.97821)  -0.572
H (5.31375, -2.93885, 4.14518)  0.493
H (3.63752, -2.40453, 3.99328)  0.284
H (5.13594, 0.04710, 6.26341)  0.304
H (5.64809, -1.58341, 6.24675)  0.401
H (3.99891, -1.38178, 6.20246)  0.376
C (-3.05762, -2.86741, -4.14237)  -0.357
O (-3.70311, -4.06748, -4.01265)  0.371
C (-4.58839, -4.24320, -5.10313)  -0.765
C (-5.48709, -5.48041, -4.91585)  -0.970
N (-6.16277, -5.57576, -3.59888)  -0.273
C (-7.27957, -4.62579, -3.46737)  0.413
C (-8.53183, -4.95587, -4.27942)  -1.125
O (-8.91614, -6.30210, -4.01505)  -0.302
C (-10.15843, -6.70673, -4.48866)  -0.825
H (-2.22768, -2.82006, -3.43735)  -0.578
H (-3.68130, -1.97660, -4.06764)  0.225
H (-2.54486, -2.72294, -5.09332)  0.518
H (-3.97063, -4.31960, -5.99792)  0.459
H (-5.30596, -3.42956, -5.20888)  0.468
H (-4.76589, -6.29760, -4.90257)  0.375
H (-6.15102, -5.53248, -5.77874)  0.362
H (-5.53380, -5.14269, -2.93786)  0.126
H (-7.07731, -3.60040, -3.77684)  -0.418
H (-7.48007, -4.63411, -2.39601)  0.628
H (-8.46720, -4.85212, -5.36255)  0.381
H (-9.29451, -4.22922, -3.99944)  0.501
H (-10.06882, -6.95577, -5.54605)  0.317
H (-10.98212, -6.04348, -4.22462)  0.307
H (-10.41110, -7.69864, -4.11398)  0.267
C (-6.52270, -0.47907, 3.42616)  0.086
O (-6.81457, 0.53357, 2.41497)  -0.502
C (-5.54816, 1.06896, 1.91538)  -0.352
C (-4.88689, 0.26334, 0.77783)  1.951
N (-5.73799, 0.27853, -0.34909)  -0.326
C (-5.33289, -0.71156, -1.36366)  0.189
C (-6.35581, -0.86735, -2.50659)  -0.284
O (-7.60413, -1.18023, -1.96438)  -0.276
C (-8.63093, -1.07227, -2.89942)  -0.869
H (-7.46547, -0.85715, 3.82156)  0.423
H (-5.96979, -0.16907, 4.31290)  -0.123
H (-6.02759, -1.34498, 2.98665)  -0.113
H (-4.83562, 1.33831, 2.69502)  0.004
H (-5.83862, 2.05048, 1.54074)  0.387
H (-4.66268, -0.73686, 1.14854)  -1.003
H (-3.91481, 0.71098, 0.57103)  -0.680
H (-6.67733, 0.06401, -0.04625)  0.411
H (-5.08336, -1.68978, -0.95263)  -0.290
H (-4.42609, -0.31539, -1.82067)  0.141
H (-6.03380, -1.63662, -3.20847)  -0.053
H (-6.51424, 0.07145, -3.03731)  0.546
H (-9.48286, -1.55607, -2.42166)  0.290
H (-8.47778, -1.67640, -3.79366)  0.300
H (-8.88821, -0.02228, -3.03886)  0.336
C (1.31782, 0.13909, -7.05712)  -0.606
C (0.25820, 0.08601, -5.90942)  0.831
O (-0.31472, -1.25923, -5.88749)  -0.548
O (2.32945, -0.88881, -6.97451)  -0.544
H (1.73510, 1.14604, -7.05319)  0.321
H (0.85425, 0.10728, -8.04312)  0.368
H (-0.66548, 0.66138, -5.97159)  0.060
H (0.63617, 0.25670, -4.90140)  -0.461
H (0.35791, -1.79565, -5.46154)  0.307
H (2.06061, -1.66732, -7.46771)  0.334
C (3.14710, -2.00889, -2.40511)  -0.634
C (2.67812, -2.74223, -3.67333)  -0.543
O (1.26369, -2.61418, -3.84650)  -0.461
O (2.66255, -2.62621, -1.20067)  -0.154
H (2.68302, -1.02609, -2.48779)  0.311
H (4.22996, -1.92128, -2.49355)  0.366
H (2.86243, -3.81630, -3.69600)  0.221
H (3.18699, -2.35587, -4.55643)  0.404
H (0.82405, -2.57867, -2.99383)  0.242
H (3.30865, -3.28060, -0.92513)  0.184
C (-0.92574, 4.10586, -2.11810)  -0.946
C (-0.06691, 2.98367, -1.45321)  0.898
O (-0.59342, 2.47408, -0.28232)  0.526
O (-1.09966, 5.23162, -1.30203)  -0.623
H (-1.91597, 3.71416, -2.35073)  0.286
H (-0.47132, 4.51588, -3.02003)  0.213
H (0.97512, 3.26396, -1.29918)  -0.815
H (-0.07667, 2.18162, -2.19127)  -0.136
H (-0.05792, 1.71493, -0.04036)  -0.562
H (-1.28946, 4.97308, -0.39719)  0.304
C (-2.51586, -0.58961, 4.01037)  0.504
C (-3.02573, 0.23161, 5.25604)  -0.527
O (-3.00205, -0.66856, 6.31047)  -0.674
O (-3.56081, -1.53529, 3.59232)  -0.352
H (-1.60506, -1.16789, 4.16570)  0.312
H (-2.40699, 0.00953, 3.10634)  -0.748
H (-4.08396, 0.46669, 5.14209)  0.210
H (-2.51025, 1.18342, 5.38423)  0.419
H (-3.35985, -0.21866, 7.07935)  0.702
H (-3.72390, -2.10714, 4.34597)  0.322
C (-2.22979, 3.29266, 2.92161)  0.567
C (-2.17679, 4.74971, 2.45200)  -0.992
O (-1.04889, 4.98144, 1.59482)  -0.480
O (-2.43206, 2.36825, 1.85827)  0.042
H (-2.94227, 3.04200, 3.70751)  0.486
H (-1.28982, 2.96823, 3.36804)  -0.549
H (-2.10601, 5.43368, 3.29774)  0.427
H (-3.14923, 4.96126, 2.00736)  0.352
H (-0.19540, 4.95408, 2.03347)  0.457
H (-1.74687, 2.50415, 1.19975)  0.122
C (0.85950, -6.37707, 2.49545)  -0.478
C (0.84817, -4.83552, 2.65738)  0.048
O (-0.39770, -4.25492, 3.01837)  -0.324
O (1.06507, -6.88671, 3.80572)  -0.632
H (1.63547, -6.78682, 1.84886)  0.396
H (-0.05403, -6.82772, 2.10754)  0.081
H (0.99377, -4.47557, 1.63888)  0.002
H (1.62157, -4.53585, 3.36460)  0.349
H (-0.57880, -4.47324, 3.93551)  0.112
H (0.34518, -7.34466, 4.24575)  0.351
C (-3.78605, -3.99995, 1.71651)  -0.614
C (-4.88800, -4.65194, 0.91134)  -1.166
O (-4.61009, -4.36653, -0.44738)  0.084
O (-2.58432, -4.79706, 1.57090)  -0.065
H (-4.01369, -4.06635, 2.78040)  0.400
H (-3.67294, -2.95636, 1.42286)  0.725
H (-5.81567, -4.15545, 1.19600)  0.453
H (-4.94901, -5.70471, 1.18711)  0.305
H (-3.65279, -4.29534, -0.43756)  -0.013
H (-1.96413, -4.40668, 2.19104)  0.064
C (6.73168, 2.52009, 1.21552)  -0.589
C (6.31601, 2.14131, 2.60686)  -0.167
O (5.19397, 1.28177, 2.65183)  0.224
O (6.01787, 3.67231, 0.67877)  -0.337
H (6.63506, 1.68058, 0.52705)  0.263
H (7.79316, 2.75582, 1.29165)  0.417
H (6.07991, 3.00013, 3.23518)  -0.142
H (7.15181, 1.59180, 3.03997)  0.426
H (5.44571, 0.38034, 2.43817)  -0.359
H (6.46156, 3.90657, -0.13969)  0.164
C (6.47389, 3.24785, -5.28032)  0.239
C (6.12150, 3.32523, -6.75995)  -0.600
O (4.84045, 2.65338, -6.98575)  -0.465
O (6.83210, 1.92201, -4.99429)  -0.539
H (5.57299, 3.50407, -4.72280)  -0.164
H (7.32413, 3.89071, -5.05245)  0.390
H (6.83602, 2.89163, -7.45962)  0.299
H (6.07199, 4.37993, -7.03063)  0.323
H (4.85360, 1.69885, -7.08721)  0.269
H (6.11658, 1.33792, -5.25597)  0.309
C (-1.07455, 3.33050, -7.49645)  -0.513
C (-0.88600, 3.71530, -6.04355)  -0.447
O (0.23702, 3.16278, -5.32778)  -0.185
O (-0.57596, 4.32754, -8.36606)  -0.538
H (-2.12414, 3.17375, -7.74520)  0.433
H (-0.55014, 2.43331, -7.82532)  0.031
H (-1.70931, 3.41629, -5.39481)  0.352
H (-0.68736, 4.78644, -6.00762)  0.432
H (1.06059, 3.47187, -5.71224)  0.179
H (-1.33983, 4.88963, -8.51494)  0.330